The following is a DFT calculation (ωB97M-V/def2-TZVPD) of a structure of composition C94H219AsF6N5O15P4.

Its HOMO-LUMO gap is 8.223 eV. The calculation puts the LUMO energy at -4.8 eV. As for the highest occupied orbital energy: -12.992 eV. The energy comes out at -253478.2960 eV. Its total charge is +3.

Positions of all 344 atoms, in Å:
C  -1.826  -0.539  -0.618
C  -1.324  0.459  -1.612
C  -0.801  1.666  -0.830
O  -0.146  2.476  -1.734
C  0.437  3.575  -1.073
N  -0.199  -0.119  -2.345
H  -0.614  -0.652  -3.117
H  0.403  0.663  -2.644
H  1.169  -1.091  -1.160
H  -2.271  -1.341  -1.171
H  -2.519  -0.108  0.080
H  -0.997  -0.988  -0.047
H  -2.182  0.804  -2.282
H  -0.070  1.368  -0.050
H  -1.667  2.162  -0.377
H  1.166  4.013  -1.736
H  0.989  3.259  -0.179
H  -0.362  4.253  -0.715
C  0.379  -4.143  -5.902
C  0.942  -2.882  -5.400
C  1.612  -3.232  -3.984
O  2.913  -3.764  -4.250
C  3.877  -3.367  -3.321
N  1.915  -2.190  -6.303
H  1.429  -1.868  -7.203
H  1.792  -0.687  -5.807
H  2.767  -2.729  -6.528
H  -0.257  -4.113  -6.771
H  -0.187  -4.583  -5.022
H  1.206  -4.831  -6.128
H  0.215  -2.057  -5.142
H  1.068  -4.016  -3.439
H  1.612  -2.354  -3.432
H  4.824  -3.308  -3.872
H  3.975  -4.060  -2.461
H  3.670  -2.382  -2.943
C  -3.467  1.446  -7.781
C  -3.800  0.095  -7.252
C  -4.495  -0.874  -8.290
O  -4.448  -2.181  -7.720
C  -5.609  -2.912  -8.131
N  -2.606  -0.624  -6.794
H  -2.604  -1.536  -7.239
H  -1.682  -0.216  -6.976
H  -2.307  -1.198  -5.134
H  -2.831  1.405  -8.656
H  -2.956  2.047  -7.014
H  -4.329  2.082  -8.043
H  -4.473  0.172  -6.385
H  -3.851  -0.946  -9.160
H  -5.508  -0.662  -8.672
H  -5.678  -3.795  -7.455
H  -5.620  -3.270  -9.138
H  -6.473  -2.308  -7.908
C  5.271  0.043  -5.446
C  5.393  0.078  -3.887
C  6.716  0.643  -3.550
O  6.895  0.810  -2.148
C  8.115  1.491  -1.873
N  4.305  0.928  -3.264
H  3.345  0.549  -3.404
H  4.505  1.048  -2.273
H  4.426  2.435  -3.885
H  6.097  -0.611  -5.746
H  5.385  1.066  -5.829
H  4.327  -0.377  -5.781
H  5.282  -0.980  -3.580
H  6.931  1.547  -4.098
H  7.412  -0.092  -3.950
H  8.993  0.829  -1.838
H  8.025  2.005  -0.937
H  8.280  2.219  -2.704
C  2.750  4.506  5.177
C  2.028  4.812  3.814
C  1.819  3.555  2.955
O  0.912  2.686  3.621
C  0.993  1.323  3.180
N  0.531  5.162  4.141
H  -0.060  4.344  4.255
H  0.536  5.867  4.859
H  0.229  5.546  3.210
H  3.790  4.302  5.013
H  2.437  3.539  5.595
H  2.614  5.284  5.934
H  2.378  5.655  3.211
H  2.758  2.962  2.964
H  1.582  3.935  1.971
H  1.493  0.770  3.973
H  1.508  1.238  2.192
H  -0.050  0.948  3.161
C  -4.665  -1.924  -1.880
C  -4.820  -2.232  -0.377
C  -4.840  -3.685  -0.069
C  -3.524  -4.369  -0.263
P  -3.458  -6.122  0.177
C  -4.576  -6.275  1.567
C  -4.581  -7.611  2.320
C  -5.274  -7.513  3.653
C  -6.753  -7.123  3.477
C  -4.167  -7.386  -1.051
C  -3.817  -7.177  -2.526
C  -4.800  -7.868  -3.441
C  -4.429  -7.749  -4.900
C  -1.786  -6.597  0.668
C  -0.796  -6.444  -0.463
C  0.584  -7.015  -0.182
C  1.361  -6.968  -1.404
H  -5.515  -2.412  -2.391
H  -3.744  -2.376  -2.229
H  -4.738  -0.853  -2.110
H  -5.754  -1.801  -0.015
H  -3.989  -1.749  0.059
H  -5.544  -4.147  -0.738
H  -5.200  -3.773  0.983
H  -2.786  -3.947  0.434
H  -3.107  -4.313  -1.260
H  -5.534  -5.966  1.138
H  -4.368  -5.474  2.293
H  -3.575  -7.991  2.460
H  -5.118  -8.365  1.719
H  -4.796  -6.927  4.406
H  -5.192  -8.499  4.137
H  -6.924  -6.037  3.283
H  -7.454  -7.464  4.267
H  -7.110  -7.538  2.543
H  -5.224  -7.215  -0.881
H  -3.839  -8.344  -0.660
H  -2.806  -7.615  -2.748
H  -3.774  -6.118  -2.882
H  -5.756  -7.483  -3.232
H  -4.820  -8.939  -3.186
H  -3.393  -8.123  -5.079
H  -4.526  -6.714  -5.241
H  -5.124  -8.397  -5.475
H  -1.828  -7.633  0.952
H  -1.452  -5.915  1.492
H  -0.687  -5.407  -0.788
H  -1.155  -6.944  -1.368
H  0.594  -8.023  0.213
H  1.064  -6.533  0.662
H  1.453  -5.917  -1.744
H  0.847  -7.422  -2.264
H  2.347  -7.515  -1.362
C  1.201  -2.899  4.473
C  0.453  -2.752  5.813
C  -0.479  -1.536  5.708
C  -0.775  -0.887  7.100
P  -2.378  -0.073  6.986
C  -2.561  0.894  8.591
C  -2.098  0.164  9.836
C  -2.435  1.003  11.068
C  -2.048  0.334  12.403
C  -2.438  1.244  5.673
C  -2.645  0.755  4.200
C  -4.149  0.848  3.837
C  -4.394  0.105  2.599
C  -3.756  -1.125  6.759
C  -3.696  -2.491  7.553
C  -4.569  -3.550  6.878
C  -6.012  -3.140  6.646
H  1.782  -1.997  4.236
H  0.623  -3.316  3.655
H  1.947  -3.754  4.498
H  1.208  -2.536  6.594
H  -0.060  -3.655  6.177
H  -1.389  -1.922  5.251
H  -0.001  -0.814  5.009
H  0.029  -0.139  7.236
H  -0.739  -1.688  7.853
H  -3.617  1.096  8.653
H  -2.000  1.816  8.439
H  -1.028  -0.145  9.834
H  -2.650  -0.782  9.945
H  -3.497  1.006  11.004
H  -2.006  2.008  11.008
H  -2.230  -0.722  12.440
H  -2.690  0.751  13.171
H  -1.023  0.514  12.655
H  -1.542  1.856  5.790
H  -3.289  1.863  6.005
H  -2.335  -0.265  3.993
H  -2.043  1.378  3.547
H  -4.516  1.838  3.670
H  -4.732  0.472  4.667
H  -3.766  0.435  1.761
H  -5.435  0.328  2.314
H  -4.310  -1.005  2.693
H  -4.022  -1.282  5.697
H  -4.573  -0.529  7.139
H  -3.993  -2.267  8.584
H  -2.650  -2.765  7.596
H  -4.499  -4.470  7.488
H  -4.091  -3.844  5.935
H  -6.093  -2.145  6.250
H  -6.559  -3.029  7.593
H  -6.546  -3.880  6.008
C  10.523  -2.473  3.710
C  9.723  -1.435  2.964
C  8.440  -2.047  2.420
C  7.461  -0.982  2.017
P  5.958  -1.713  1.416
C  6.211  -2.384  -0.179
C  6.925  -3.788  -0.231
C  7.313  -4.165  -1.661
C  8.554  -3.433  -2.137
C  5.288  -2.865  2.520
C  5.220  -2.438  4.019
C  5.071  -3.582  5.013
C  4.551  -3.016  6.316
C  4.766  -0.377  1.137
C  5.430  0.900  0.584
C  4.456  2.090  0.479
C  5.111  3.457  0.390
H  10.453  -3.424  3.173
H  10.038  -2.625  4.649
H  11.505  -2.005  3.878
H  10.257  -1.126  2.091
H  9.473  -0.521  3.582
H  7.966  -2.563  3.287
H  8.661  -2.805  1.681
H  7.883  -0.293  1.314
H  7.144  -0.429  2.861
H  6.813  -1.747  -0.857
H  5.211  -2.497  -0.691
H  6.158  -4.538  0.049
H  7.791  -3.906  0.392
H  6.415  -3.895  -2.208
H  7.515  -5.196  -1.864
H  8.339  -2.363  -2.249
H  8.893  -3.746  -3.146
H  9.377  -3.641  -1.481
H  6.006  -3.696  2.374
H  4.264  -3.103  2.155
H  4.439  -1.682  3.998
H  6.099  -1.928  4.334
H  6.058  -4.031  5.106
H  4.393  -4.346  4.605
H  3.487  -2.806  6.276
H  5.070  -2.116  6.631
H  4.573  -3.739  7.108
H  4.401  -0.179  2.137
H  3.981  -0.734  0.508
H  5.861  0.706  -0.364
H  6.204  1.220  1.260
H  3.823  2.079  1.381
H  3.659  1.979  -0.303
H  4.377  4.211  0.586
H  5.509  3.560  -0.647
H  5.839  3.615  1.115
C  3.209  7.071  -0.450
C  1.699  6.841  -0.060
C  0.856  7.255  -1.168
C  -0.675  7.506  -0.714
P  -1.663  8.172  -2.092
C  -1.695  6.913  -3.457
C  -2.052  5.493  -2.994
C  -3.023  4.776  -3.958
C  -3.260  3.329  -3.607
C  -3.336  8.199  -1.251
C  -4.657  8.397  -2.081
C  -5.889  7.770  -1.434
C  -5.925  6.243  -1.463
C  -1.151  9.767  -2.686
C  -2.287  10.368  -3.531
C  -1.733  11.527  -4.323
C  -1.192  12.683  -3.508
H  3.292  8.122  -0.675
H  3.371  6.514  -1.379
H  3.894  6.710  0.317
H  1.430  7.470  0.825
H  1.540  5.820  0.312
H  0.933  6.564  -2.037
H  1.332  8.189  -1.527
H  -0.704  8.169  0.179
H  -1.182  6.576  -0.463
H  -0.736  6.924  -4.014
H  -2.477  7.191  -4.130
H  -2.391  5.481  -1.981
H  -1.124  4.943  -2.882
H  -2.596  4.891  -4.956
H  -3.997  5.349  -4.025
H  -2.312  2.743  -3.681
H  -4.042  2.849  -4.205
H  -3.554  3.285  -2.474
H  -3.350  8.817  -0.343
H  -3.225  7.177  -0.941
H  -4.538  8.029  -3.108
H  -4.720  9.488  -2.246
H  -6.774  8.154  -1.934
H  -5.979  8.117  -0.401
H  -5.548  5.883  -2.417
H  -6.979  5.930  -1.440
H  -5.379  5.835  -0.607
H  -0.222  9.646  -3.278
H  -1.003  10.358  -1.791
H  -3.142  10.595  -2.956
H  -2.587  9.665  -4.259
H  -2.466  11.827  -5.080
H  -0.982  11.079  -4.962
H  -1.969  13.093  -2.821
H  -0.760  13.462  -4.146
H  -0.425  12.440  -2.827
As  -2.628  4.805  1.824
F  -0.945  5.483  1.819
F  -1.912  3.298  2.080
F  -4.242  4.191  1.904
F  -3.253  6.427  1.496
F  -2.571  4.590  0.132
F  -2.555  5.064  3.646
C  0.383  2.273  -5.420
C  0.847  0.928  -5.999
O  0.388  0.520  -7.039
O  1.747  0.281  -5.286
H  -0.193  2.107  -4.474
H  -0.279  2.738  -6.157
H  1.228  2.962  -5.200
C  4.561  5.685  -4.813
C  3.970  4.377  -4.246
O  2.841  4.394  -3.892
O  4.782  3.314  -4.322
H  4.593  5.600  -5.887
H  5.574  5.774  -4.527
H  3.944  6.533  -4.459
C  0.624  -3.252  -0.141
C  1.947  -2.558  -0.205
O  2.957  -3.084  0.214
O  2.040  -1.387  -0.779
H  0.860  -4.264  -0.361
H  -0.159  -2.863  -0.805
H  0.205  -3.167  0.871
C  -3.109  -3.472  -4.920
C  -2.150  -2.792  -3.984
O  -1.592  -3.350  -3.061
O  -2.000  -1.505  -4.272
H  -2.897  -3.297  -5.949
H  -4.123  -3.121  -4.833
H  -3.155  -4.564  -4.785
C  -2.880  -3.388  3.566
C  -1.682  -3.237  2.696
O  -0.872  -4.214  2.614
O  -1.650  -2.150  2.074
H  -3.761  -3.728  3.026
H  -3.163  -2.492  4.057
H  -2.688  -4.034  4.461

***

The following is a DFT calculation (ωB97M-V/def2-TZVPD) of the molecule C4H3ClS3.

Its HOMO-LUMO gap is 7.490 eV. The calculation puts the LUMO energy at -1.6 eV. As for the highest occupied orbital energy: -9.101 eV. The energy comes out at -49222.8676 eV. As for the SMILES: S=CS/C(C=S)=C\Cl.

Positions of all 11 atoms, in Å:
C  -0.463  -1.007  -0.999
C  -0.645  -0.055  -0.059
C  1.763  0.000  1.251
C  -1.433  1.116  -0.355
H  -0.850  -0.882  -2.010
H  1.984  0.194  0.233
H  -1.460  1.834  0.478
S  0.051  -0.167  1.568
S  2.896  -0.024  2.398
S  -2.281  1.441  -1.719
Cl  0.436  -2.450  -0.786

***

Question: Look up the highest occupied orbital energy of the first one.
Answer: -12.992 eV